{"formula": "C5H12O2", "method": "wB97M-V/def2-TZVPD", "smiles": "C=C/C=C/C.O.O", "orbital_gap_ha": 0.342, "energy_ha": -348.134027, "max_force_ev_per_a": 1.1, "e_above_lowest_ev": 1.926, "lumo_ev": 0.5235, "total_charge": 0, "elements": ["C", "C", "C", "C", "C", "H", "H", "H", "H", "H", "H", "H", "H", "O", "H", "H", "O", "H", "H"], "positions_angstrom": [[-2.3372, 0.1751, -0.6329], [-2.0682, 0.2266, 0.6650], [-1.2530, -0.7431, 1.4164], [-0.3758, -1.6070, 0.9244], [0.5732, -2.4172, 1.7472], [-2.6640, 1.0172, -1.2310], [-1.9315, -0.6170, -1.2513], [-2.3381, 1.0979, 1.2576], [-1.2957, -0.6064, 2.4941], [-0.1423, -1.5802, -0.1380], [0.2705, -3.4677, 1.8157], [0.6729, -2.0339, 2.7626], [1.5517, -2.4671, 1.2767], [1.4070, 2.4353, -3.5919], [1.4946, 3.3926, -3.5647], [1.6256, 2.1556, -2.6885], [2.1237, 1.6774, -0.7692], [1.6923, 1.3640, 0.0336], [2.9942, 1.9980, -0.5258]], "atomic_forces_ev_per_a": [[0.907, 0.262, -0.639], [0.311, 0.133, 0.063], [-0.261, 0.333, 0.312], [0.817, 0.453, -0.239], [-0.139, -0.546, 0.076], [-0.544, 0.043, 0.418], [-0.249, -0.363, 0.148], [-0.243, -0.033, -0.182], [-0.119, -0.301, 0.063], [-0.423, -0.261, -0.066], [-0.172, 0.068, 0.043], [-0.018, -0.001, -0.013], [0.180, 0.244, 0.005], [0.117, 0.030, 0.232], [-0.041, -0.017, -0.065], [-0.117, -0.042, -0.113], [-0.170, -0.033, -0.168], [0.101, 0.066, -0.069], [0.063, -0.035, 0.193]], "mulliken_charge": [-0.75, -0.12, -0.21, -0.02, -1.15, 0.27, 0.24, 0.29, 0.27, 0.28, 0.29, 0.31, 0.31, -0.64, 0.31, 0.37, -0.67, 0.32, 0.31]}


{"formula": "C27H34CoFN6O6PSTe", "method": "wB97M-V/def2-TZVPD", "orbital_gap_ha": [0.221, 0.228], "energy_ha": -4319.559652, "max_force_ev_per_a": 0.7, "e_above_lowest_ev": 0.000, "lumo_ev": [-0.5341, -0.5341], "total_charge": 0, "spin_multiplicity": 2, "elements": ["Co", "F", "C", "C", "C", "C", "O", "C", "C", "N", "C", "C", "C", "C", "C", "C", "N", "C", "C", "N", "C", "C", "C", "O", "O", "H", "H", "H", "H", "H", "H", "H", "H", "H", "H", "H", "H", "H", "H", "H", "H", "H", "H", "N", "C", "C", "C", "N", "C", "C", "H", "H", "H", "H", "H", "H", "S", "C", "N", "C", "C", "O", "P", "O", "Te", "O", "C", "C", "H", "H", "H", "H", "H", "H", "H", "H", "H", "H"], "positions_angstrom": [[1.5475, 1.1955, 0.9090], [-0.4363, -4.2428, 1.1612], [-1.0440, -3.0742, 1.4714], [-0.3666, -2.1084, 2.1430], [-1.0197, -0.9175, 2.4763], [-0.2027, 0.2674, 2.6904], [1.0464, 0.1732, 2.5977], [-0.8913, 1.5020, 2.8411], [-2.2471, 1.4897, 2.8696], [-3.0157, 0.4060, 2.5871], [-4.4575, 0.5064, 2.5831], [-5.1188, 1.7979, 2.2191], [-5.2121, 0.6274, 1.2881], [-2.3950, -0.7871, 2.2452], [-3.0510, -1.7693, 1.4874], [-2.3472, -2.8484, 0.9935], [-2.8154, -3.5848, -0.0988], [-4.2032, -3.8679, -0.3301], [-4.6619, -3.1642, -1.6344], [-3.4578, -2.6908, -2.3680], [-2.4464, -3.7863, -2.4954], [-1.9002, -4.1160, -1.0862], [-0.1901, 2.8596, 2.7362], [-0.6794, 3.7929, 3.3691], [0.7873, 2.8767, 1.9285], [0.6917, -2.2057, 2.3445], [-2.7708, 2.4118, 3.0791], [-4.9183, -0.0745, 3.3731], [-4.4973, 2.6234, 1.9042], [-5.9864, 2.0796, 2.7979], [-4.6189, 0.6813, 0.3841], [-6.1518, 0.0956, 1.2111], [-4.0459, -1.5760, 1.1169], [-4.7924, -3.4988, 0.5050], [-4.3803, -4.9466, -0.4084], [-5.2852, -2.2936, -1.4359], [-5.2014, -3.8407, -2.2962], [-2.9921, -1.8774, -1.8623], [-3.7150, -2.3279, -3.2833], [-1.6517, -3.4296, -3.1468], [-2.9411, -4.6362, -2.9641], [-0.9343, -3.6325, -0.9649], [-1.7576, -5.1967, -0.9950], [6.8636, 2.6524, 3.5487], [5.6582, 2.3105, 2.9744], [4.9386, 3.2247, 2.2045], [3.7586, 2.8287, 1.6167], [3.2680, 1.5930, 1.7438], [3.9480, 0.7136, 2.4807], [5.1351, 1.0225, 3.1047], [7.0385, 3.6347, 3.6769], [7.1778, 2.0798, 4.3136], [5.2918, 4.2386, 2.0706], [3.1630, 3.5102, 1.0273], [3.5101, -0.2709, 2.5629], [5.6509, 0.2692, 3.6858], [-2.4874, 0.1932, -1.5295], [-1.0940, 0.4686, -0.6620], [-0.1266, 0.7268, -0.0869], [5.7754, 1.2307, -4.0114], [4.5499, 0.5159, -3.4949], [3.9372, 1.3509, -2.5038], [2.6358, 0.8338, -1.7192], [2.2668, 1.9716, -0.7932], [2.8956, -1.2633, -0.6796], [1.5444, 0.6797, -2.8890], [0.9776, 1.8849, -3.4397], [0.0052, 1.4841, -4.5224], [6.2636, 0.6270, -4.7780], [6.4837, 1.4038, -3.2015], [5.5056, 2.1936, -4.4457], [4.8098, -0.4423, -3.0376], [3.8321, 0.3258, -4.2975], [1.7801, 2.5078, -3.8450], [0.4883, 2.4403, -2.6386], [0.5148, 0.9203, -5.3051], [-0.4386, 2.3755, -4.9692], [-0.7945, 0.8718, -4.1041]], "atomic_forces_ev_per_a": [[0.112, 0.139, -0.075], [0.035, -0.018, -0.004], [0.018, 0.073, 0.061], [0.022, -0.112, -0.036], [-0.076, 0.233, -0.040], [-0.051, -0.006, -0.018], [0.023, -0.211, 0.069], [0.062, -0.014, -0.049], [-0.042, 0.033, 0.071], [-0.055, 0.005, -0.108], [0.072, -0.003, 0.033], [-0.012, 0.008, 0.038], [-0.001, -0.039, -0.033], [0.130, -0.060, 0.021], [-0.065, 0.039, 0.054], [0.015, 0.190, -0.263], [-0.034, -0.590, 0.352], [0.024, 0.233, -0.137], [-0.112, 0.084, 0.078], [0.426, -0.157, 0.176], [0.008, 0.053, -0.024], [-0.118, 0.216, -0.119], [-0.054, -0.065, 0.061], [0.034, 0.001, -0.051], [-0.053, 0.033, -0.036], [-0.011, -0.003, 0.002], [0.016, -0.005, -0.017], [-0.019, -0.014, -0.007], [-0.012, -0.014, -0.013], [0.004, 0.005, -0.003], [0.022, -0.008, -0.005], [-0.005, 0.006, -0.016], [-0.013, 0.069, 0.034], [-0.021, -0.080, 0.008], [0.059, -0.001, -0.014], [0.030, 0.023, 0.015], [-0.033, 0.008, 0.014], [-0.168, 0.108, -0.059], [0.017, 0.009, -0.015], [0.001, -0.030, -0.019], [-0.027, 0.013, -0.010], [-0.014, -0.025, -0.023], [0.025, -0.008, -0.005], [-0.026, 0.006, 0.008], [0.037, -0.009, 0.014], [-0.017, 0.012, -0.014], [0.004, 0.001, 0.015], [-0.007, 0.047, 0.072], [0.010, 0.009, -0.017], [0.004, -0.009, 0.009], [0.002, 0.000, -0.008], [0.001, -0.006, -0.006], [-0.001, -0.001, -0.001], [-0.004, 0.006, -0.005], [-0.003, -0.004, -0.005], [-0.002, 0.001, -0.003], [-0.052, -0.089, -0.012], [-0.042, -0.021, -0.171], [-0.009, 0.007, 0.323], [0.006, 0.007, -0.002], [0.002, 0.007, 0.009], [0.027, -0.038, 0.044], [-0.014, 0.117, -0.048], [0.027, -0.102, -0.106], [-0.049, -0.047, -0.016], [-0.047, 0.001, 0.030], [0.030, 0.005, -0.026], [-0.024, 0.003, 0.000], [0.001, 0.002, 0.003], [-0.003, 0.001, -0.001], [0.004, -0.003, -0.002], [-0.003, -0.006, 0.003], [-0.007, 0.004, -0.003], [0.008, -0.001, 0.021], [-0.016, -0.008, 0.003], [-0.010, -0.004, 0.001], [-0.003, -0.007, 0.000], [0.015, 0.004, 0.003]], "mulliken_spin": [0.98, 0.00, 0.00, 0.00, 0.00, 0.00, 0.00, 0.01, 0.00, 0.00, 0.00, 0.00, 0.00, 0.00, 0.00, 0.00, 0.00, 0.00, 0.00, 0.00, 0.00, 0.00, 0.01, 0.00, 0.03, 0.00, 0.00, 0.00, 0.00, 0.00, 0.00, 0.00, 0.00, 0.00, 0.00, 0.00, 0.00, 0.00, 0.00, 0.00, 0.00, 0.00, 0.00, 0.00, 0.00, 0.00, 0.00, -0.02, 0.00, 0.00, 0.00, 0.00, 0.00, 0.00, 0.00, 0.00, 0.00, -0.01, 0.01, 0.00, 0.00, 0.00, -0.02, -0.01, 0.03, 0.00, 0.00, 0.00, 0.00, 0.00, 0.00, 0.00, 0.00, 0.00, 0.00, 0.00, 0.00, 0.00]}


{"formula": "C27H40BrClO13", "method": "wB97M-V/def2-TZVPD", "smiles": "CC[C@H](Cl)C(=O)O[C@@H](Br)CC=O.O=C1CCCO1.O=C1CCCO1.O=C1CCCO1.O=C1CCCO1.O=C1CCCO1", "orbital_gap_ha": 0.372, "energy_ha": -5065.188481, "max_force_ev_per_a": 2.2, "lumo_ev": 0.2964, "total_charge": 0, "elements": ["C", "C", "C", "Cl", "C", "O", "O", "C", "Br", "C", "C", "O", "H", "H", "H", "H", "H", "H", "H", "H", "H", "H", "O", "C", "C", "C", "C", "O", "H", "H", "H", "H", "H", "H", "O", "C", "C", "C", "C", "O", "H", "H", "H", "H", "H", "H", "O", "C", "C", "C", "C", "O", "H", "H", "H", "H", "H", "H", "O", "C", "C", "C", "C", "O", "H", "H", "H", "H", "H", "H", "O", "C", "C", "C", "C", "O", "H", "H", "H", "H", "H", "H"], "positions_angstrom": [[0.1582, 0.1335, -1.5949], [0.9421, 1.3814, -1.2368], [0.4593, 2.1165, 0.0208], [-0.7365, 1.1996, 1.0018], [0.0041, 3.5294, -0.2621], [0.7898, 4.3255, -0.7425], [-1.2504, 3.9349, 0.1560], [-2.3614, 3.7631, -0.7193], [-1.8646, 3.3095, -2.5410], [-3.3729, 2.8087, -0.0911], [-3.5578, 1.4350, -0.6812], [-4.4489, 0.7125, -0.2760], [0.1862, -0.5857, -0.7993], [-0.8805, 0.4137, -1.7390], [0.5116, -0.2894, -2.5182], [0.9754, 2.0471, -2.0833], [1.9563, 1.0696, -1.0645], [1.2885, 2.2579, 0.6870], [-2.8081, 4.7348, -0.8010], [-4.3438, 3.2722, -0.0245], [-3.0460, 2.6423, 0.9220], [-2.8982, 1.0575, -1.4675], [2.6913, -2.0544, -2.4022], [3.3723, -1.8816, -1.4383], [4.7263, -2.4903, -1.1370], [4.8884, -2.2214, 0.3592], [4.0686, -0.9495, 0.5406], [3.0113, -1.0420, -0.4328], [5.4783, -1.9721, -1.7324], [4.7319, -3.5468, -1.3850], [5.9209, -2.1146, 0.6846], [4.4378, -3.0337, 0.9310], [4.6478, -0.0466, 0.3350], [3.6249, -0.8656, 1.5296], [1.7660, 3.5368, 2.3746], [1.3689, 4.4254, 3.0691], [0.9203, 5.8047, 2.6297], [0.9201, 6.5863, 3.9434], [0.6361, 5.4868, 4.9592], [1.2319, 4.2984, 4.4058], [-0.0789, 5.7191, 2.1984], [1.6020, 6.2085, 1.8877], [0.1979, 7.3989, 3.9805], [1.9102, 7.0069, 4.1218], [-0.4333, 5.3056, 5.0875], [1.0794, 5.6779, 5.9328], [5.0704, -4.3853, -4.0490], [4.1658, -5.1605, -3.9674], [2.7440, -4.9874, -4.4625], [1.9978, -6.0993, -3.7302], [3.0928, -7.1412, -3.5401], [4.3119, -6.3885, -3.4058], [2.7368, -5.1314, -5.5441], [2.3640, -3.9999, -4.2133], [1.1308, -6.4798, -4.2659], [1.6591, -5.7335, -2.7601], [3.1922, -7.8027, -4.4039], [2.9577, -7.7474, -2.6475], [-0.4063, -3.3904, -3.6847], [-1.4054, -3.2362, -3.0500], [-2.7212, -3.9782, -3.2099], [-3.7008, -3.0984, -2.4349], [-2.7902, -2.4649, -1.3921], [-1.5040, -2.3511, -2.0318], [-2.6131, -4.9667, -2.7611], [-2.9752, -4.0793, -4.2607], [-4.5391, -3.6369, -1.9984], [-4.1024, -2.3262, -3.0923], [-2.6772, -3.0887, -0.5031], [-3.1204, -1.4749, -1.0852], [-3.6554, -0.2536, 6.2102], [-3.5848, 0.4939, 5.2835], [-2.8903, 1.8435, 5.2336], [-3.4843, 2.4795, 3.9777], [-3.8082, 1.2542, 3.1319], [-4.1329, 0.2186, 4.0763], [-1.8167, 1.6728, 5.1396], [-3.0939, 2.4096, 6.1375], [-2.8188, 3.1807, 3.4746], [-4.4047, 3.0082, 4.2309], [-2.9466, 0.9322, 2.5449], [-4.6539, 1.4027, 2.4658]], "atomic_forces_ev_per_a": [[-0.501, 0.848, -0.037], [0.047, -0.685, -0.017], [-0.317, 0.067, -0.117], [0.091, 0.000, 0.025], [1.543, 1.507, -0.637], [-1.586, -1.296, 0.833], [0.348, -0.138, -0.513], [-0.158, -0.072, 0.648], [0.039, 0.061, -0.158], [0.395, -0.209, -0.543], [-1.058, -0.874, 0.533], [0.549, 0.478, -0.239], [0.158, -0.481, 0.145], [-0.286, -0.129, -0.126], [0.281, -0.330, -0.224], [-0.135, 0.472, -0.181], [0.499, -0.010, 0.140], [0.302, 0.060, 0.333], [-0.112, 0.434, -0.180], [-0.424, 0.192, -0.161], [0.122, -0.017, 0.439], [0.278, 0.215, -0.065], [-0.231, 0.011, -0.047], [0.276, -0.070, -0.198], [-0.088, -0.031, 0.533], [0.024, -0.034, -0.115], [0.068, -0.047, 0.085], [0.042, 0.003, 0.136], [-0.009, -0.067, -0.105], [0.071, 0.032, -0.233], [0.000, 0.066, -0.016], [-0.003, 0.008, 0.020], [0.014, -0.011, -0.022], [-0.118, 0.054, -0.047], [0.144, -0.186, 0.114], [-0.207, 0.144, -0.245], [0.148, 0.215, 0.389], [-0.013, -0.021, -0.127], [-0.026, 0.133, 0.037], [0.001, 0.018, 0.100], [0.023, -0.028, -0.090], [-0.082, -0.111, -0.166], [-0.049, -0.040, 0.020], [0.002, 0.005, 0.022], [-0.009, -0.005, -0.024], [0.044, -0.127, 0.016], [0.238, 0.038, 0.149], [-0.219, 0.126, -0.318], [-0.205, -0.147, 0.378], [0.006, 0.049, -0.066], [-0.127, -0.024, 0.001], [-0.026, -0.062, 0.101], [0.024, 0.069, -0.026], [0.123, 0.096, -0.141], [0.030, -0.034, -0.026], [-0.013, 0.012, -0.001], [0.002, 0.013, -0.016], [0.130, 0.002, 0.032], [0.209, 0.062, -0.069], [-0.145, -0.260, 0.018], [-0.262, 0.354, 0.112], [0.034, -0.105, -0.087], [-0.101, 0.083, 0.055], [-0.077, -0.044, -0.018], [0.028, -0.044, -0.050], [0.124, -0.149, -0.040], [0.033, -0.009, 0.054], [-0.009, 0.017, 0.018], [0.007, -0.027, -0.009], [0.104, 0.028, 0.016], [-0.090, -0.137, 0.074], [0.193, 0.100, 0.083], [-0.262, 0.182, -0.294], [0.066, 0.039, 0.111], [-0.003, 0.111, -0.002], [-0.027, 0.058, -0.103], [0.027, -0.003, 0.053], [0.121, -0.104, 0.117], [0.040, -0.064, -0.033], [-0.006, 0.004, -0.013], [-0.011, -0.068, 0.007], [-0.057, -0.167, 0.003]], "mulliken_charge": [-0.90, -0.70, 0.63, -0.16, -0.32, -0.56, -0.36, -0.20, -0.10, 0.20, 0.02, -0.56, 0.39, 0.06, 0.55, 0.48, 0.20, 0.43, 0.60, 0.48, -0.52, 0.31, -0.51, 0.32, -0.14, -0.71, -0.50, -0.15, 0.26, 0.13, 0.36, 0.28, 0.27, 0.36, -0.59, 0.43, -0.20, -0.57, -0.38, -0.36, 0.09, 0.39, 0.35, 0.26, 0.19, 0.35, -0.60, 0.58, -0.21, -0.36, -0.51, -0.38, 0.32, 0.06, 0.36, 0.16, 0.26, 0.33, -0.55, 0.38, -0.45, -0.60, -0.01, -0.16, 0.26, 0.32, 0.39, 0.26, 0.25, -0.10, -0.58, 0.38, -0.34, -0.26, 0.14, -0.41, 0.20, 0.31, 0.15, 0.29, -0.12, 0.32]}


{"formula": "CHInO3", "method": "wB97M-V/def2-TZVPD", "orbital_gap_ha": [0.357, 0.204], "energy_ha": -454.227501, "max_force_ev_per_a": 6.2, "e_above_lowest_ev": 0.469, "lumo_ev": [-5.9417, -9.8215], "total_charge": 1, "spin_multiplicity": 2, "elements": ["O", "C", "O", "In", "O", "H"], "positions_angstrom": [[0.6225, 1.1147, -0.0460], [-0.4216, 0.3875, -0.1059], [-1.5929, 0.7228, 0.0006], [2.2655, 0.1812, 0.0259], [-0.0745, -0.9357, -0.1090], [-0.7991, -1.4706, 0.2345]], "atomic_forces_ev_per_a": [[-0.057, 3.417, -0.517], [-5.859, -1.384, 1.395], [2.965, -0.104, -0.637], [2.141, -1.505, 0.085], [1.176, -0.234, -0.127], [-0.367, -0.189, -0.199]], "mulliken_spin": [0.21, -0.02, 0.06, 0.74, 0.01, 0.00]}